# 1
The following is a DFT calculation (ωB97M-V/def2-TZVPD) of a molecular structure, C18H34N4OS at a distorted geometry.

The geometry in XYZ format:
```
58
Properties=species:S:1:pos:R:3:forces:R:3:lowdin_charge:R:1
C 2.438 0.827 -2.932 -1.20 0.13 -0.53 -0.0976
C 3.148 -0.207 -2.159 2.87 0.65 -1.09 -0.2744
C 2.359 -1.349 -1.716 0.89 0.45 -3.15 -0.3431
C 1.766 -2.175 -2.808 1.15 0.50 -1.05 -0.2068
N 1.322 -2.788 -3.675 -0.01 0.13 0.31 0.1758
H 3.074 1.629 -3.307 0.06 -0.32 -0.41 0.0997
H 1.709 1.335 -2.301 -0.17 -0.38 -1.12 0.0134
H 1.929 0.214 -3.676 -0.29 0.91 -0.72 0.0937
H 3.716 0.302 -1.380 0.10 -0.62 0.42 0.1165
H 3.911 -0.620 -2.819 0.41 0.03 -0.08 0.1294
H 1.431 -1.192 -1.165 2.45 2.83 -1.60 0.0037
H 2.925 -1.997 -1.048 0.63 0.82 -2.24 0.0959
C 1.884 0.930 -0.021 1.07 -1.15 -0.25 -0.1525
C 0.695 1.473 0.656 0.63 0.72 0.28 -0.2317
C -0.279 1.954 -0.331 -0.01 3.63 -1.73 -0.3097
C 0.199 2.792 -1.440 0.30 1.11 0.02 -0.1848
N 0.556 3.434 -2.338 -0.54 -0.62 0.94 0.1572
H 2.260 1.354 -0.952 -0.33 1.32 1.61 0.0526
H 1.610 -0.049 -0.415 0.05 1.66 0.55 0.0155
H 2.707 0.729 0.664 0.06 0.40 0.00 0.1061
H 1.003 2.277 1.324 -0.31 0.30 0.13 0.1336
H 0.193 0.745 1.293 0.00 -0.40 0.13 0.1101
H -1.142 2.374 0.186 1.25 0.53 -1.23 0.0292
H -0.890 1.184 -0.802 2.40 3.11 -0.47 -0.1081
C 1.434 -2.665 -0.326 -1.32 -3.72 3.68 -0.1550
C 2.209 -1.726 0.703 -2.38 -0.50 2.90 -0.1857
C 2.376 -2.211 2.190 0.89 -1.83 -0.38 -0.1575
C 2.839 -3.613 2.169 2.58 -7.67 0.01 -0.2073
N 3.288 -4.761 2.111 -3.00 7.66 0.34 0.1130
H 0.864 -2.124 -1.082 -1.20 -3.11 2.10 0.0070
H 0.704 -3.350 0.106 0.04 -0.12 0.99 0.1055
H 2.142 -3.315 -0.839 -0.50 -0.53 0.51 0.1011
H 1.518 -0.936 0.999 0.04 -0.08 -0.75 0.0735
H 3.078 -1.231 0.269 0.04 -0.52 0.99 0.1068
H 1.484 -2.069 2.801 -0.43 -0.55 -0.45 0.1138
H 3.108 -1.763 2.861 0.47 0.84 -0.72 0.1151
C -2.259 2.568 1.532 -0.15 -0.52 1.77 -0.1173
C -3.281 2.628 2.664 -0.20 1.77 -0.81 -0.2208
C -4.346 1.569 2.570 -1.31 0.77 0.11 -0.1992
C -3.876 0.231 2.752 0.82 -0.85 -0.01 -0.1957
N -3.355 -0.787 2.855 -0.58 0.20 0.77 0.1658
H -1.874 3.526 1.182 -0.43 0.33 0.43 0.1035
H -2.757 2.094 0.685 0.20 -0.23 0.03 0.0824
H -1.385 2.036 1.908 -0.18 -0.41 -0.42 0.0788
H -3.758 3.566 2.379 -0.65 0.15 0.82 0.1121
H -2.895 2.739 3.678 0.27 -0.12 -0.20 0.1234
H -4.870 1.685 1.622 0.15 -0.33 -0.28 0.1268
H -5.144 1.759 3.289 0.07 0.00 0.29 0.1265
C -2.300 -1.432 0.423 -0.25 -0.87 -0.92 -0.2107
S -1.506 -0.136 -0.667 -3.80 -7.08 1.63 0.8997
O -0.288 -0.814 -1.251 -2.52 1.60 -0.23 -0.4615
C -2.861 0.139 -1.947 0.75 -1.32 0.56 -0.1438
H -1.977 -1.491 1.462 0.72 0.86 -0.42 0.0143
H -2.108 -2.442 0.060 -0.08 0.06 -0.64 0.0564
H -3.375 -1.278 0.520 0.06 0.11 -0.44 0.0326
H -2.562 0.891 -2.678 0.15 -0.11 0.16 0.0633
H -3.800 0.386 -1.453 0.25 0.25 0.26 0.0505
H -2.992 -0.851 -2.384 0.04 0.16 -0.43 0.0587
```
Positions in Å, forces in eV/Å.

Calculated values
HOMO-LUMO gap: 8.86 eV
LUMO energy: -0.10 eV
Total charge: 0
E: -38046.931 eV



# 2
The following is a DFT calculation (ωB97M-V/def2-TZVPD) of 6 unconnected molecules or ions with the total composition C18H34O18 at a distorted geometry.

The geometry in XYZ format:
```
70
Properties=species:S:1:pos:R:3:forces:R:3:lowdin_charge:R:1
C 12.065 5.152 13.772 -0.94 0.89 1.00 -0.0722
O 12.429 3.990 13.125 1.19 -1.73 -1.42 0.0050
C 11.616 3.401 12.250 -1.60 -0.59 -0.92 -0.5583
O 10.504 3.760 11.894 1.48 -0.01 0.64 0.1095
O 12.209 2.267 11.811 0.90 0.13 0.37 -0.0044
C 11.554 1.397 10.892 -1.74 0.16 -0.31 -0.0508
H 11.464 4.825 14.621 -0.45 0.53 0.06 0.1066
H 11.539 5.841 13.112 -0.16 -0.05 0.10 0.1015
H 12.942 5.649 14.188 0.17 -0.26 -0.38 0.0691
H 10.725 0.862 11.356 0.04 0.07 0.51 0.0922
H 12.173 0.613 10.456 0.75 0.60 0.44 0.0932
H 11.057 1.940 10.089 0.35 0.31 -0.07 0.0909
C 13.156 8.137 10.464 0.63 0.01 -1.00 -0.0250
O 13.616 8.815 11.639 -1.14 -0.75 -1.46 0.0153
C 14.391 8.123 12.453 -0.33 -1.06 0.89 -0.5991
O 14.603 6.915 12.435 0.08 1.93 0.14 0.1170
O 14.734 9.051 13.336 -0.37 0.17 0.01 -0.0078
C 15.533 8.777 14.450 1.22 -0.31 -0.21 -0.0329
H 14.024 7.952 9.830 0.01 0.23 -0.17 0.0778
H 12.476 8.815 9.949 0.13 0.00 0.23 0.0885
H 12.705 7.147 10.536 -0.22 0.14 0.99 0.0952
H 15.948 9.744 14.734 -0.21 -0.12 0.30 0.1092
H 16.356 8.163 14.084 0.16 -0.32 0.44 0.0913
H 15.004 8.292 15.271 -0.03 0.03 -0.07 0.0978
C 19.038 9.741 12.918 0.64 1.41 -0.07 -0.0332
O 18.488 9.087 11.805 0.48 -2.09 0.47 0.0149
C 17.548 9.630 11.087 -2.39 3.54 -0.26 -0.6043
O 17.009 10.739 11.304 1.37 -2.71 -0.53 0.0735
O 17.264 8.803 10.094 -0.48 -0.64 -0.54 -0.0074
C 16.455 9.191 8.921 0.63 -0.16 1.02 -0.0009
H 19.533 9.093 13.641 -0.54 -0.62 -0.48 0.0716
H 18.303 10.368 13.423 0.08 0.07 -0.13 0.0975
H 19.847 10.325 12.479 -0.03 0.60 0.46 0.1037
H 17.220 9.369 8.165 -0.52 0.59 -0.15 0.0985
H 15.762 9.992 9.179 0.47 0.24 -0.25 0.0924
H 15.862 8.338 8.594 0.26 -0.15 0.35 0.0727
C 15.072 11.019 4.248 0.89 -0.27 0.96 -0.0221
O 13.807 10.443 4.614 -0.19 0.20 -1.51 0.0169
C 13.531 9.846 5.756 3.85 1.16 2.85 -0.6184
O 14.294 9.798 6.741 -1.25 -0.15 -1.97 0.0689
O 12.330 9.401 5.731 -2.71 -0.79 -0.30 0.0384
C 11.832 8.672 6.868 0.79 -0.69 0.22 -0.0113
H 14.932 11.843 3.548 -0.47 -0.11 0.31 0.0950
H 15.767 10.320 3.784 -0.57 -0.54 -0.25 0.0912
H 15.643 11.327 5.124 -0.44 0.38 0.20 0.0901
H 12.662 8.063 7.225 -0.11 0.02 0.25 0.0883
H 11.036 7.994 6.560 0.06 0.37 -0.42 0.0979
H 11.466 9.292 7.686 0.18 0.39 -0.32 0.0936
C 18.792 7.571 15.868 -0.16 -0.07 1.35 -0.0581
O 18.343 6.381 15.267 -1.16 -0.96 -1.19 -0.0112
C 17.166 5.815 15.602 -0.33 -0.03 0.10 -0.5387
O 16.442 6.152 16.523 0.86 -0.32 -1.29 0.1171
O 16.933 4.790 14.720 2.52 2.05 1.11 -0.0039
C 15.659 4.283 14.721 -1.71 -0.98 0.28 -0.0825
H 18.132 8.438 15.854 -0.41 -0.18 -0.74 0.0864
H 19.728 7.788 15.353 -0.02 0.01 0.54 0.0903
H 18.849 7.359 16.936 0.81 0.19 0.11 0.1005
H 15.682 3.353 14.153 -0.06 0.29 -0.31 0.1062
H 14.991 5.027 14.287 -0.21 -0.29 -0.09 0.0701
H 15.332 3.998 15.720 -0.09 0.25 0.15 0.1007
O 13.359 10.594 17.707 -0.71 -0.84 0.25 0.1545
C 12.676 9.922 16.986 0.25 0.04 1.96 -0.6151
O 11.795 8.933 17.320 0.73 -0.26 1.42 0.0534
C 10.983 8.639 16.186 -0.96 0.28 1.59 -0.1374
C 11.897 8.976 15.077 -0.40 0.96 -0.33 -0.0706
O 12.682 10.071 15.704 -0.46 -1.01 -4.11 0.0908
H 10.565 7.633 16.219 0.59 -0.17 0.04 0.1358
H 10.129 9.295 16.352 -0.20 0.24 -0.84 0.1363
H 11.311 9.334 14.230 0.58 0.33 -0.13 0.1418
H 12.473 8.100 14.782 0.62 0.40 0.09 0.1163
```
Positions in Å, forces in eV/Å.

Calculated values
HOMO-LUMO gap: 10.80 eV
LUMO energy: 0.38 eV
Total charge: 0
E: -56070.215 eV



# 3
The following is a DFT calculation (ωB97M-V/def2-TZVPD) of 9 unconnected molecules or ions with the total composition C18H35B2Cl16IO6 at a distorted geometry.

The geometry in XYZ format:
```
78
Properties=species:S:1:pos:R:3:forces:R:3:lowdin_charge:R:1
C 4.134 -0.274 0.105 -0.40 0.14 0.08 -0.0821
C 2.898 -1.079 0.495 0.82 0.62 -0.15 -0.2305
O 1.965 -1.030 -0.589 -0.33 -0.50 0.45 0.0637
B 0.714 -1.599 -0.414 0.19 -0.33 -0.39 -0.5608
O 0.259 -2.430 -1.384 0.05 0.08 0.08 0.1962
C -0.163 -1.254 0.859 -0.86 0.24 0.32 -0.0468
O -0.931 -2.321 1.526 0.42 0.00 0.23 0.1087
C -1.614 -1.654 2.492 -0.13 0.04 0.24 -0.5472
O -2.084 -2.159 3.469 0.07 0.03 -0.21 0.1521
O -1.682 -0.335 2.201 -0.27 -0.11 -0.13 0.0511
C -1.326 -0.265 0.767 -0.02 -0.18 -0.56 -0.2585
C -1.041 1.126 0.198 0.50 -0.34 0.54 -0.1201
C 0.254 1.787 0.671 -0.43 0.68 0.29 -0.2536
C 0.369 2.067 2.171 0.38 0.14 -0.45 -0.6754
I -1.300 3.105 3.011 0.07 -0.07 0.00 0.8369
B -2.599 -0.807 -0.057 -0.14 -0.82 -0.13 -0.3979
O -2.352 -1.332 -1.308 0.43 1.12 0.01 0.1473
C -4.072 -0.793 0.495 0.20 1.15 -0.33 -0.1525
C -4.462 0.414 1.391 -0.33 -0.68 0.41 -0.1070
H 3.806 0.649 -0.380 0.09 -0.06 -0.08 0.0790
H 4.693 0.028 0.993 0.08 -0.20 -0.03 0.0692
H 4.774 -0.834 -0.573 0.01 0.11 -0.03 0.0335
H 2.485 -0.643 1.408 -0.21 -0.16 -0.03 0.0838
H 3.204 -2.113 0.679 -0.29 -0.02 0.12 0.1336
H 0.969 -2.604 -2.017 0.07 -0.07 0.04 0.0552
H 0.426 -0.857 1.693 0.60 0.05 -0.44 0.1418
H -0.974 0.990 -0.887 -0.03 -0.03 0.04 0.1379
H -1.902 1.772 0.381 0.07 0.08 0.06 0.0895
H 0.332 2.757 0.168 0.02 -0.10 -0.08 0.1156
H 1.136 1.217 0.370 -0.07 -0.13 -0.02 0.1042
H 0.574 1.180 2.761 -0.45 -0.01 0.10 -0.0067
H 1.207 2.742 2.323 -0.09 0.00 0.10 -0.0122
H -2.955 -0.964 -1.964 -0.34 -0.63 0.00 0.0873
H -4.284 -1.738 1.000 0.23 -0.06 0.01 0.0878
H -4.726 -0.793 -0.383 -0.05 -0.20 0.04 0.0649
H -3.629 1.066 1.642 -0.07 0.13 -0.16 0.0274
H -4.844 0.043 2.345 0.08 0.11 0.02 0.0697
H -5.288 0.972 0.950 0.20 0.17 -0.09 0.0479
Cl 1.957 -4.010 -4.005 -0.03 0.08 -0.03 0.5440
C 0.518 -3.204 -4.668 0.10 -0.10 0.01 -1.0778
Cl -0.564 -4.334 -5.487 0.00 -0.01 -0.06 0.5321
H -0.022 -2.748 -3.852 -0.05 -0.12 0.07 -0.0460
H 0.837 -2.457 -5.387 0.01 -0.20 0.18 -0.0836
Cl 7.098 -1.399 -2.256 0.02 -0.01 0.00 0.5112
C 7.964 -0.083 -1.453 0.08 0.02 0.01 -1.0160
Cl 6.991 1.389 -1.332 0.03 0.00 0.00 0.5171
H 8.229 -0.403 -0.453 -0.07 -0.02 0.01 0.0248
H 8.852 0.141 -2.031 -0.03 0.01 -0.04 0.0212
Cl -7.047 -1.835 1.187 -0.28 0.03 -0.06 0.5821
C -8.248 -0.904 0.279 -0.14 -0.13 0.08 -0.9884
Cl -7.541 0.171 -0.935 0.06 -0.01 0.03 0.5255
H -8.897 -1.603 -0.235 0.03 -0.01 -0.02 0.0215
H -8.815 -0.303 0.980 0.06 0.05 0.01 0.0252
Cl 1.601 -0.765 -9.845 0.00 -0.02 0.00 0.5172
C 2.149 -1.641 -8.416 0.02 -0.09 -0.05 -0.9964
Cl 1.657 -0.832 -6.917 0.07 0.19 -0.13 0.5583
H 1.713 -2.633 -8.428 -0.05 0.02 0.01 0.0292
H 3.231 -1.697 -8.432 0.00 0.07 0.02 0.0285
Cl 3.039 1.177 3.747 0.32 -0.15 0.14 0.5666
C 3.393 2.390 4.990 0.01 0.04 0.08 -0.9797
Cl 2.717 3.968 4.581 -0.01 0.00 0.00 0.5153
H 2.958 2.055 5.924 -0.06 -0.01 -0.04 0.0303
H 4.469 2.484 5.077 0.00 0.00 -0.06 0.0255
Cl -1.773 -1.062 -4.666 -0.17 0.27 0.03 0.5833
C -2.209 -1.046 -6.382 0.01 0.00 -0.10 -1.0117
Cl -3.787 -1.781 -6.668 0.01 0.01 -0.01 0.5242
H -2.236 -0.017 -6.719 -0.03 0.01 0.05 0.0286
H -1.459 -1.608 -6.928 -0.01 -0.06 0.05 -0.0006
Cl 0.146 -3.028 7.101 0.01 -0.02 0.00 0.4872
C -1.394 -2.253 6.691 -0.07 -0.01 -0.09 -1.0199
Cl -1.546 -0.653 7.431 -0.01 0.02 0.01 0.4917
H -1.455 -2.144 5.616 0.03 0.03 -0.02 -0.0146
H -2.200 -2.877 7.057 0.04 0.00 0.07 0.0263
Cl 3.223 7.832 3.211 0.02 0.02 0.01 0.4940
C 1.523 8.099 3.622 -0.05 0.04 0.02 -1.0256
Cl 0.539 6.660 3.340 -0.02 -0.03 0.01 0.4701
H 1.460 8.359 4.671 0.03 -0.05 0.01 0.0239
H 1.143 8.904 3.005 0.02 -0.03 -0.05 0.0225
```
Positions in Å, forces in eV/Å.

Calculated values
HOMO-LUMO gap: 9.39 eV
LUMO energy: 0.27 eV
Total charge: 0
E: -241334.845 eV



Among the records above, which one has the highest HOMO-LUMO gap? C18H34O18



What is the formula in the first record? C18H34N4OS